This record from the OMol25 dataset describes an isolated molecule of C8H8F2OS in a non-equilibrium geometry. The level of theory is ωB97M-V with the def2-TZVPD basis set.

Its strongest force on any atom is 3.72 eV/A. The multiplicity is 1. The HOMO energy comes out at -9.26 eV.

Bonds (Å) are listed after each position.
CARTESIAN COORDINATES (ANGSTROEM)
1 S -0.88 1.26 0.59  O4 1.528, C10 1.780, C11 1.892
2 F -0.59 0.28 2.99  C11 1.397
3 F 1.18 -0.10 1.67  C11 1.346
4 O -0.22 2.51 -0.01  S1 1.528
5 C 0.15 0.19 -1.64  C6 1.413, C10 1.352, H19 1.075
6 C 0.30 -0.81 -2.62  C5 1.413, C8 1.412, H14 1.069
7 C 0.96 2.04 2.48  C11 1.462, H13 1.167, H16 1.112, H17 1.174
8 C -0.16 -2.12 -2.34  C6 1.412, C9 1.374, H15 1.073
9 C -0.86 -2.40 -1.19  C8 1.374, C12 1.453, H20 1.085
10 C -0.54 -0.09 -0.51  S1 1.780, C5 1.352, C12 1.373
11 C 0.27 0.82 2.03  S1 1.892, F2 1.397, F3 1.346, C7 1.462
12 C -1.05 -1.33 -0.22  C9 1.453, C10 1.373, H18 1.100
13 H 1.56 2.39 1.54  C7 1.167
14 H 0.94 -0.47 -3.41  C6 1.069
15 H -0.19 -2.96 -3.00  C8 1.073
16 H 1.76 1.87 3.23  C7 1.112
17 H 0.11 2.65 3.01  C7 1.174
18 H -1.79 -1.61 0.55  C12 1.100
19 H 0.53 1.18 -1.79  C5 1.075
20 H -1.46 -3.29 -1.34  C9 1.085

***

This record from the OMol25 dataset describes a cluster of 2 separate species, C2H9N3 in total in a non-equilibrium geometry. The level of theory is ωB97M-V with the def2-TZVPD basis set.

As for the SMILES: C=N.NCN. Its strongest force on any atom is 3.46 eV/A. The multiplicity is 1. The HOMO energy comes out at -8.79 eV.

Bonds (Å) are listed after each position.
CARTESIAN COORDINATES (ANGSTROEM)
1 N 0.40 1.11 0.46  C4 1.491, H8 0.974, H10 0.991
2 N 2.93 1.45 0.53  C4 1.467, H13 1.032, H14 1.014
3 N -2.11 -1.39 -1.32  C5 1.315, H12 1.074
4 C 1.75 0.66 0.91  N1 1.491, N2 1.467, H7 1.126, H11 1.150
5 C -3.36 -1.50 -0.93  N3 1.315, H6 1.196, H9 1.142
6 H -4.04 -2.39 -1.36  C5 1.196
7 H 1.62 0.47 2.02  C4 1.126
8 H -0.30 0.47 0.27  N1 0.974
9 H -3.68 -0.60 -0.32  C5 1.142
10 H 0.00 1.86 0.97  N1 0.991
11 H 1.87 -0.38 0.45  C4 1.150
12 H -1.96 -2.09 -2.12  N3 1.074
13 H 3.13 1.35 -0.47  N2 1.032
14 H 3.75 0.99 0.91  N2 1.014

***

Number 1: frontier orbital gap 0.3635 Eh. Number 2: frontier orbital gap 0.3603 Eh.